Formula: C30H51N3O15
Source: the OMol25 dataset
Level of theory: ωB97M-V/def2-TZVPD

Output
LUMO   0.370 eV
Energy relative to the best compared isomer or geometry (same formula, charge and spin)   167.0 kcal per mole
HOMO level   -8.548 eV

Last column: Mulliken charge in e.
Cartesian coordinates (Å):
H1 -2.79021 23.70685 0.46035  0.00
H2 4.08110 23.54036 3.99228  0.25
H3 0.61553 22.82830 3.07008  -0.47
C1 -0.55278 22.04857 3.84621  0.31
H4 0.20286 21.41154 0.62604  0.33
H5 -5.41579 25.68396 -0.05593  0.19
C2 -3.39668 23.97691 -0.40572  -0.85
H6 -2.03226 26.90813 1.12316  -0.90
O1 -4.51642 30.69187 3.98756  -0.54
H7 -1.40560 25.36186 1.78758  -0.14
H8 -4.37820 34.86154 4.87820  0.38
H9 0.13341 27.21847 0.77520  0.58
C3 -2.07074 26.93287 3.23822  1.18
C4 -4.26978 31.03335 0.74893  0.31
C5 0.17590 24.08046 -1.49362  -0.30
O2 0.62991 25.61751 3.16402  -0.40
C6 0.78823 25.04239 -2.46084  0.24
H10 -3.00476 23.49941 -1.29745  0.27
H11 -4.45560 27.16048 -0.15804  0.17
H12 0.34589 23.52303 2.46648  0.67
C7 -4.11690 31.72567 4.43541  0.52
H13 -3.15640 26.89832 3.31831  0.33
C8 -4.42918 29.60074 0.32593  0.58
O3 1.82324 24.72777 -3.04753  -0.68
O4 -4.84037 32.82492 4.59158  -0.43
H14 0.58296 26.79920 2.40882  0.08
H15 -2.56902 31.52276 5.99824  0.30
H16 -5.13964 31.61365 0.45708  0.47
H17 -2.06043 33.84642 5.89146  0.36
C9 -0.71916 20.55460 3.51883  0.31
C10 -2.98171 31.40787 0.02837  -0.68
H18 -1.52242 29.73919 0.48205  -0.10
H19 0.37654 22.18135 4.40352  -0.58
C11 0.25603 30.40823 5.57852  -0.02
H20 -4.12753 26.06317 6.80516  0.47
C12 -4.12245 33.87011 5.24245  -0.49
N1 -4.52872 26.14845 -0.12315  -0.19
C13 -3.60516 26.42032 5.91836  -0.96
H21 -2.05751 31.55198 4.23212  -0.39
O5 -0.51462 28.51234 2.37536  -0.46
H22 -0.66358 24.43995 -0.89991  -0.02
H23 -2.27222 32.05153 0.55849  0.39
H24 -1.68479 26.74116 8.07962  0.43
C14 -2.65047 33.46506 5.06040  -0.75
C15 -2.25654 30.09035 -0.24141  0.11
H25 0.03625 23.19937 4.63717  -0.42
H26 0.89944 23.51246 -0.91454  0.21
C16 -0.27287 22.62854 2.45167  0.34
H27 -1.21936 22.85222 1.94630  -0.29
H28 -1.79480 30.14657 -1.22709  0.32
C17 -2.76673 27.61896 6.34404  0.96
H29 0.09474 30.83242 6.56242  0.41
H30 1.07118 27.26026 4.64918  0.02
H31 -3.25748 28.32272 7.01180  0.60
H32 -0.77043 26.37636 -2.38250  0.31
H33 -0.60558 27.38022 6.86308  0.14
N2 0.77750 28.21108 4.77637  0.44
O6 -1.86386 29.27491 3.95316  -1.10
C18 -1.59170 26.94106 7.00779  -0.68
O7 -0.62000 24.81571 6.29089  -0.57
C19 1.28567 24.76793 3.69691  -0.10
H34 0.48969 26.82007 -3.45857  0.20
H35 -1.42721 22.44970 4.34167  0.63
H36 -4.37280 23.55374 -0.14232  0.46
O8 -1.28054 19.75820 4.22750  -0.62
O9 2.23872 29.18802 6.23604  -0.70
C20 -0.23018 27.21612 1.80212  -0.56
H37 -1.65142 26.55340 4.17891  -1.44
N3 0.15501 26.19519 -2.75037  -0.27
H38 -2.35364 28.14152 5.47670  -0.64
C21 0.31412 21.45390 1.70428  -0.27
C22 -1.50252 26.42941 1.95778  1.58
C23 3.20182 23.82031 4.57640  -0.60
H39 -3.17942 31.96069 -0.89013  0.26
H40 -2.28823 33.78404 4.08224  0.30
H41 -4.36271 33.87943 6.31039  0.26
H42 -0.65394 30.19859 5.02278  -0.51
H43 2.13776 22.10053 5.42126  0.45
C24 1.21953 29.23811 5.56917  0.43
H44 1.38422 21.39240 1.93210  0.20
O10 -0.22463 20.25445 2.32324  -0.37
H45 3.59646 24.08388 5.55721  0.34
O11 -2.65327 25.40838 5.54735  -0.31
H46 -4.22548 31.03111 1.84010  -0.54
C25 -3.47911 25.46533 -0.58551  0.67
C26 -2.71589 31.93590 5.00413  0.56
C27 -1.57183 28.36439 3.24100  0.36
O12 -3.30846 29.09608 -0.19256  -0.42
H47 -0.29564 23.30020 -2.10472  0.38
O13 -5.43438 28.93950 0.42227  -0.67
C28 -1.55063 25.55889 6.31737  0.64
O14 -2.50610 26.01507 -1.12237  -0.55
H48 0.75849 31.12152 4.91168  0.31
O15 2.54878 24.99425 4.09178  -0.51
C29 2.18730 22.67526 4.49727  -0.67
C30 0.89898 23.34142 3.99219  0.96
H49 -0.02256 28.52123 4.24457  -0.35
H50 2.49869 21.93295 3.76177  0.15
H51 -4.22819 26.80768 5.11630  0.41

Cartesian forces (eV/Å) of the 2 atoms listed first:
0.3 0.3 -0.1
-0.1 0.6 -0.4

Formula: C24H43N2OP3RuS
Source: the OMol25 dataset
Level of theory: ωB97M-V/def2-TZVPD

Output
LUMO (spin up / spin down)   -12.098 / -16.338 eV
Total charge   +4
2S+1   5
Energy relative to the best compared isomer or geometry (same formula, charge and spin)   25.5 kcal per mole
HOMO level (spin up / spin down)   -18.818 / -18.989 eV

Last column: Mulliken charge in e.
Cartesian coordinates (Å):
H1 -1.29581 -1.62273 -0.15907  0.09
H2 3.81846 -2.02971 -1.20023  0.41
H3 -1.06546 2.30057 -6.56960  0.49
H4 -0.58737 -2.95070 -4.27437  0.54
H5 -2.67302 0.89490 -5.27754  0.49
H6 0.17292 0.20591 2.13506  -0.44
H7 0.65846 3.66924 -5.39198  0.44
H8 0.86446 -0.99078 3.25956  0.46
C1 -1.38408 -3.08223 1.65761  -1.28
H9 2.10204 -2.81150 2.26417  0.53
P1 0.06309 -2.02050 1.18873  1.31
P2 -0.70648 -2.44757 -1.94376  1.40
H10 3.65009 1.60603 -1.21220  0.62
H11 2.74485 -1.69626 -2.58518  0.34
H12 -2.99170 -2.26782 -1.03582  0.43
S1 -0.81747 4.03342 3.24941  0.03
N1 -0.68780 3.11217 0.72951  0.08
C2 1.22025 2.43579 3.61093  0.05
H13 -0.16760 -4.67337 -1.07404  0.37
H14 2.16535 1.64143 -2.20890  0.29
H15 -2.37404 0.66813 -2.79041  0.69
H16 1.27285 -3.85229 -1.77986  0.36
H17 -0.22842 4.09530 6.22177  0.51
P3 2.17699 -0.28525 -0.68948  0.92
C3 -1.71536 1.29561 -3.39935  -0.49
C4 -0.97903 2.24117 -5.48747  -0.40
N2 0.89189 2.28943 2.27779  -0.11
C5 -0.57201 1.85955 -2.76490  0.01
C6 2.56603 1.43250 -1.21147  -1.19
Ru1 -0.05161 -0.71686 -0.64973  -0.78
C7 0.19688 -4.03665 -1.89241  -1.49
H18 -2.44295 -3.98472 -1.06777  0.41
H19 3.09991 -1.14865 1.43282  0.49
C8 1.42337 2.66885 6.38819  -0.59
H20 -1.36808 -4.02174 1.08903  0.39
H21 -1.50068 3.72265 0.63038  0.33
H22 -5.38862 0.20272 -0.77117  0.29
H23 -4.93888 -0.25413 1.67187  0.28
H24 -0.90706 -0.85190 3.07676  0.54
H25 1.50376 2.74463 7.47015  0.48
C9 -4.52125 0.61607 1.15309  -0.46
H26 0.00466 -4.53928 -2.85024  0.55
C10 -0.76167 -2.02878 -3.70073  -1.28
H27 2.09428 2.10981 -0.48875  0.24
C11 -0.13735 3.04377 1.94736  0.53
C12 1.45734 -3.16580 1.45078  -1.56
C13 0.45780 3.43180 5.71038  -0.32
H28 -2.33536 -2.56752 1.46108  0.41
C14 -1.86669 1.42970 -4.76726  -0.49
H29 -1.33820 -3.30655 2.73203  0.53
H30 0.88186 3.46624 -2.90480  0.56
H31 -3.86661 1.27057 1.74127  0.15
C15 0.13776 2.89442 -3.46098  -0.18
C16 -0.01111 3.00758 -4.82839  -0.69
O1 -0.11589 1.43096 -1.61745  -0.08
H32 -1.75207 -1.62067 -3.94076  0.38
H33 4.07654 -0.57764 -2.20280  0.46
H34 4.05876 0.20361 0.79478  0.58
C17 3.31031 -1.23667 -1.76521  -1.38
C18 0.36598 3.31865 4.32793  0.52
C19 2.19295 1.68967 4.29698  0.08
H35 -4.33184 1.73284 -0.64099  0.21
H36 2.05627 -3.29007 0.54245  0.38
H37 2.49567 0.53417 1.57483  -0.58
C20 2.27604 1.80485 5.68367  -0.67
C21 -2.44654 -3.02969 -1.61646  -1.43
H38 1.06750 -4.15072 1.73952  0.43
C22 0.05285 -0.80546 2.54481  -0.82
H39 -0.43154 2.48457 -0.02396  -0.19
H40 2.83243 1.02639 3.71564  0.63
C23 -4.76922 0.86197 -0.14565  -0.46
H41 -2.94022 -3.16255 -2.58950  0.48
H42 0.00586 -1.28473 -3.93873  0.27
C24 3.03682 -0.17691 0.93403  -0.59
H43 3.01574 1.21073 6.21500  0.49

Cartesian forces (eV/Å) of the 2 atoms listed first:
0.3 0.9 -0.1
-0.2 0.1 -0.2

What is the energy relative to the best compared isomer or geometry (same formula, charge and spin) in the second record? 25.5 kcal per mole

Which value of energy relative to the best compared isomer or geometry (same formula, charge and spin) does entry 2 give? 25.5 kcal per mole

The lowest energy relative to the best compared isomer or geometry (same formula, charge and spin) belongs to which entry? C24H43N2OP3RuS